DFT (ωB97M-V/def2-TZVPD) results for a 2-piece molecular cluster, C37H53F10N6O6S overall.

The electronic energy is -3617.9783 Eh. The molar mass comes out at 899.91 g mol⁻¹. The frontier orbital gap comes out at 6.3 eV. The lowest unoccupied orbital energy is -3.46 eV. For the HOMO energy, the calculation gives -0.359 hartree.

Geometry as ORCA input:
```
! wB97M-V def2-TZVPD RIJCOSX def2/J DEFGRID3
* xyz 1 1
C -0.47 -6.61 2.88
C -0.91 -5.85 4.18
C -0.41 -6.34 5.47
C -0.77 -5.65 6.72
C -1.66 -4.49 6.60
C -2.16 -3.99 5.34
C -1.75 -4.67 4.10
C -2.29 -4.05 2.75
N -2.45 -2.59 2.95
C -1.55 -1.73 2.20
N -0.33 -1.67 2.65
C 0.69 -0.81 2.02
C 1.94 -1.73 1.67
C 3.33 -0.97 1.78
C 4.05 -0.90 0.37
C 4.87 0.45 0.15
F 5.80 0.13 -0.82
F 5.46 0.69 1.38
C 3.87 1.58 -0.28
F 3.15 1.98 0.83
F 2.91 1.14 -1.17
S 4.64 3.13 -1.03
F 6.07 2.89 -0.31
F 4.10 4.03 0.24
F 3.18 3.45 -1.75
F 5.07 2.37 -2.40
F 5.24 4.50 -1.66
N -2.18 -1.05 1.11
C -1.62 -1.27 -0.27
C -1.30 0.15 -0.93
C -1.60 1.38 0.00
O -1.43 2.63 -0.69
C -3.53 -1.73 1.10
C -4.68 -1.13 0.23
O -5.72 -1.73 0.24
N -4.58 0.09 -0.58
C -4.64 -0.19 -2.00
O -5.08 -1.15 -2.52
F -4.13 0.81 -2.80
C -3.76 -1.97 2.63
C -5.10 -2.60 3.15
C -6.17 -1.43 3.27
C -6.76 -1.26 4.71
O -7.62 -2.02 5.05
N -6.22 -0.20 5.56
C -6.40 1.11 4.96
C -5.23 1.99 4.86
C -5.28 3.34 4.30
C -6.57 3.82 3.79
C -7.76 2.96 3.84
C -7.66 1.62 4.43
H -1.23 -6.50 2.06
H -0.42 -7.70 3.15
H 0.54 -6.23 2.58
H 0.24 -7.25 5.48
H -0.38 -6.01 7.70
H -1.98 -3.97 7.53
H -2.83 -3.10 5.34
H -3.26 -4.54 2.44
H -1.59 -4.27 1.89
H -0.10 -2.23 3.48
H 1.04 -0.10 2.83
H 0.31 -0.22 1.15
H 1.94 -2.53 2.47
H 1.80 -2.29 0.70
H 3.21 0.01 2.29
H 3.98 -1.60 2.45
H 4.84 -1.70 0.39
H 3.39 -1.15 -0.49
H -0.63 -1.80 -0.16
H -2.27 -1.89 -0.93
H -0.19 0.18 -1.15
H -1.82 0.31 -1.91
H -2.63 1.39 0.43
H -0.90 1.43 0.89
H -2.27 3.12 -0.68
H -3.45 -2.77 0.67
H -5.46 0.60 -0.38
H -3.63 -0.93 3.06
H -5.46 -3.48 2.57
H -4.91 -2.96 4.21
H -5.69 -0.46 2.93
H -6.97 -1.63 2.51
H -5.21 -0.37 5.61
H -4.24 1.60 5.23
H -4.39 4.01 4.25
H -6.63 4.83 3.34
H -8.69 3.37 3.42
H -8.57 0.98 4.45
C 6.03 3.86 -10.25
O 6.84 4.30 -9.17
C 6.22 5.29 -8.36
C 5.83 4.73 -7.00
N 4.73 3.78 -7.11
C 4.50 2.99 -5.90
C 5.63 2.07 -5.41
O 5.90 0.97 -6.26
C 6.74 1.26 -7.37
H 6.66 3.28 -10.92
H 5.22 3.21 -9.90
H 5.61 4.70 -10.81
H 5.36 5.76 -8.86
H 6.96 6.08 -8.20
H 5.54 5.55 -6.34
H 6.73 4.25 -6.58
H 4.92 3.14 -7.87
H 3.62 2.36 -6.10
H 4.21 3.67 -5.08
H 5.30 1.64 -4.47
H 6.55 2.62 -5.18
H 7.48 2.03 -7.13
H 6.14 1.56 -8.23
H 7.26 0.34 -7.64
*
```